1.
A molecular structure, C44H31BrN11PSr in a non-equilibrium geometry. Source: the OMol25 dataset; level of theory: wB97M-V/def2-TZVPD.

```
89
Properties=species:S:1:pos:R:3:forces:R:3:mulliken_charge:R:1
Sr -0.0078 -0.2703 0.3196 -0.7 3.9 1.1 2.307
C 3.5382 3.2417 -0.9015 0.1 0.0 0.0 -1.179
C 4.5578 2.3750 -1.3028 -0.2 0.1 0.1 -0.387
C 4.3023 1.0314 -1.3745 -0.2 -0.1 0.0 -1.278
C 3.0124 0.5602 -1.0503 0.5 1.2 -0.2 0.143
N 2.0284 1.4025 -0.6697 0.0 -0.5 -0.1 1.284
C 2.3083 2.6980 -0.5999 -0.1 0.5 -0.1 -0.542
N 2.7661 -0.7480 -0.9627 -0.3 -1.4 0.3 -0.246
C 1.6166 -1.2613 -1.2703 2.1 -0.1 -1.3 -2.023
N 1.0350 -2.2092 -0.5392 1.1 -1.7 0.1 -0.156
C -0.2293 -2.3416 -0.9734 -1.2 -2.0 -0.8 -2.178
N -1.1307 -2.8799 -0.2273 1.5 -0.5 0.2 -0.229
C -2.3844 -2.4003 -0.1633 -1.6 0.3 -0.1 0.226
C -3.4757 -3.2315 0.1462 0.3 0.1 -0.1 -0.937
C -4.7051 -2.6582 0.3566 0.0 0.2 -0.1 -0.419
C -4.8360 -1.2738 0.2441 0.0 0.0 0.0 -0.995
C -3.7148 -0.5318 -0.0623 -0.4 0.1 -0.1 -0.473
N -2.5144 -1.0626 -0.2637 0.2 -0.2 0.0 1.021
C -0.4109 -1.6219 -2.2524 0.4 0.5 -0.6 2.349
C -1.3774 -1.6401 -3.2380 -0.2 0.0 -0.1 -0.462
C -1.1651 -0.8582 -4.3685 -0.2 -0.2 0.1 -0.642
C -0.0319 -0.0663 -4.4897 0.3 0.1 0.0 -0.977
C 0.9502 -0.0633 -3.5071 0.1 0.1 -0.2 -0.293
C 0.7556 -0.8703 -2.4040 -0.8 0.0 -0.4 2.426
H 3.7124 4.3031 -0.8195 -0.1 0.1 0.0 0.484
H 5.5372 2.7621 -1.5436 0.1 0.0 0.0 0.431
H 5.0585 0.3205 -1.6650 0.1 -0.1 0.0 0.574
H 1.4836 3.3240 -0.2733 0.1 0.1 0.0 0.314
H -3.3130 -4.2934 0.2367 0.0 -0.1 0.0 0.502
H -5.5577 -3.2699 0.6117 0.0 0.0 0.1 0.386
H -5.7858 -0.7898 0.4065 -0.1 0.1 0.0 0.472
H -3.7599 0.5443 -0.1640 -0.1 0.1 0.1 0.229
H -2.2690 -2.2441 -3.1420 0.0 0.0 0.0 0.478
H -1.8964 -0.8651 -5.1645 -0.1 0.0 0.0 0.428
H 0.0953 0.5519 -5.3661 0.0 0.0 -0.1 0.431
H 1.8405 0.5411 -3.6173 0.0 0.0 0.0 0.542
N -1.1785 3.8357 0.5054 0.3 0.5 -0.2 0.105
P -0.4578 2.7424 1.6229 -0.3 0.3 0.7 1.627
C -1.8897 2.1873 2.6151 0.1 0.0 -0.1 0.043
C -3.1769 2.1153 2.1027 0.3 0.2 -0.1 -0.395
C -4.1931 1.5552 2.8584 -0.1 0.0 0.1 -0.508
C -3.9303 1.0672 4.1265 -0.1 0.0 0.0 -0.718
C -2.6460 1.1419 4.6459 0.1 0.2 0.1 -0.794
C -1.6276 1.6920 3.8905 -0.1 0.1 0.0 -0.900
C 0.1107 4.0919 2.7340 0.1 -0.2 -0.1 0.252
C -0.8414 4.9143 3.3341 0.0 0.0 0.1 -0.706
C -0.4452 5.9580 4.1481 -0.1 0.0 0.0 -0.684
C 0.9035 6.1864 4.3770 0.1 0.0 -0.1 -0.583
C 1.8534 5.3840 3.7683 0.1 0.1 0.1 -0.937
C 1.4601 4.3414 2.9438 -0.1 -0.1 -0.1 -0.149
C -1.4557 3.4789 -0.7855 -0.2 0.1 -0.3 0.292
C -1.6429 4.4555 -1.7754 0.0 -0.1 0.0 -1.158
C -1.9847 4.0479 -3.0451 0.1 -0.1 0.2 -0.664
C -2.1477 2.6896 -3.2937 0.0 -0.1 0.0 -1.099
C -1.9442 1.8072 -2.2502 -0.2 0.0 -0.5 -0.258
N -1.5879 2.1763 -1.0277 0.2 -0.1 0.6 0.643
H -0.9907 4.8230 0.6471 -0.2 -0.3 0.1 0.298
H -3.3762 2.5035 1.1144 -0.1 0.0 -0.1 0.462
H -5.1930 1.5006 2.4552 -0.1 0.0 0.0 0.489
H -4.7180 0.6163 4.7104 -0.1 -0.1 0.0 0.440
H -2.4316 0.7516 5.6302 0.0 0.0 0.1 0.624
H -0.6157 1.7219 4.2807 0.0 0.0 0.1 0.328
H -1.8913 4.7165 3.1651 -0.1 0.0 0.1 0.368
H -1.1892 6.5869 4.6147 -0.1 0.1 0.0 0.424
H 1.2101 6.9984 5.0201 0.0 0.0 0.1 0.393
H 2.9025 5.5634 3.9461 0.1 0.0 0.0 0.488
H 2.2037 3.7228 2.4595 0.1 -0.1 0.0 0.545
H -1.5241 5.5009 -1.5307 0.0 0.1 0.0 0.478
H -2.1311 4.7735 -3.8304 0.0 0.1 -0.1 0.424
H -2.4298 2.3319 -4.2703 0.0 -0.1 -0.1 0.556
H -2.1035 0.7490 -2.3846 0.1 -0.2 -0.1 0.348
Br 4.1612 2.1605 4.5073 0.0 -0.1 -0.1 -0.180
C 3.6616 0.6502 3.4750 0.0 0.1 0.0 -0.471
C 4.5143 -0.4366 3.3551 -0.2 0.1 -0.1 -0.218
C 4.0858 -1.4997 2.5792 -0.1 0.1 0.1 -1.015
C 2.8516 -1.4218 1.9463 0.4 -0.4 0.1 -0.529
N 2.0531 -0.3706 2.0628 -0.2 0.0 -0.2 0.638
C 2.4373 0.6404 2.8245 0.2 0.3 0.3 0.132
H 5.4731 -0.4522 3.8517 0.0 0.0 0.0 0.461
H 4.7076 -2.3725 2.4634 0.0 -0.1 -0.1 0.461
H 2.4899 -2.2228 1.3185 0.0 -0.1 0.0 0.560
H 1.7380 1.4647 2.9211 0.2 0.0 0.0 0.279
N -0.9049 -0.7379 2.3595 -1.1 -1.1 2.1 -1.010
C -1.4687 -1.3153 3.2062 1.0 1.0 -1.3 0.371
C -2.1412 -1.9339 4.2101 -0.2 -0.5 0.4 -0.004
C -1.6726 -1.8977 5.5263 0.3 0.0 0.4 0.003
N -1.3111 -1.8563 6.6190 0.1 0.1 0.3 -0.612
C -3.3653 -2.5527 3.9450 -0.4 -0.2 -0.1 0.071
N -4.3810 -3.0537 3.7380 -0.4 -0.2 -0.1 -0.620
```
Forces are in eV/Å.

Values from the calculation:
**Relative energy (zero: lowest compared OMol25 entry of this formula, charge and spin)**: 1.363 eV
**LUMO**: -1.161 eV
**Kohn-Sham gap**: 6.235 eV
**Multiplicity**: 1

***

2.
A molecular structure, C44H31N3O2PS3Y. Source: the OMol25 dataset; level of theory: wB97M-V/def2-TZVPD.

```
85
Properties=species:S:1:pos:R:3:forces:R:3:mulliken_charge:R:1
Y 0.2978 -0.2836 -1.0940 0.3 0.1 -0.4 -0.677
O 2.4273 3.0943 0.2367 0.0 0.0 0.1 -0.708
S 2.1994 2.0976 -0.7730 -0.1 0.0 0.1 1.604
O 2.4362 0.6973 -0.3757 -0.1 -0.1 0.1 -0.744
N 0.7334 1.9965 -1.3431 0.0 0.4 0.0 1.486
C -0.1108 3.0680 -1.6209 0.2 -0.3 0.1 -0.605
C 0.2137 4.3993 -1.6494 0.1 0.2 0.0 -0.882
C -0.7752 5.3757 -1.9102 0.1 -0.1 0.0 -0.974
C -2.0713 5.0249 -2.1394 -0.1 -0.1 0.0 -1.061
C -2.4341 3.6542 -2.1252 -0.1 0.0 0.0 1.281
C -3.7577 3.2121 -2.3385 0.0 0.1 0.0 -0.738
C -4.0396 1.8807 -2.2844 0.0 -0.1 0.0 -1.176
C -2.9966 0.9717 -2.0230 -0.1 0.0 0.0 -0.033
N -1.7504 1.3328 -1.8335 0.3 0.1 0.1 0.352
C -1.4563 2.6734 -1.8747 -0.1 -0.2 0.0 0.027
C 3.2874 2.4876 -2.0993 0.1 0.0 -0.1 0.229
C 2.8749 2.3661 -3.4187 0.1 0.0 0.1 -0.227
C 3.7701 2.6786 -4.4316 0.0 0.0 0.0 -0.885
C 5.0558 3.0983 -4.1193 0.0 0.0 0.0 -0.408
C 5.4546 3.2189 -2.7932 0.0 0.0 0.0 -0.712
C 4.5681 2.9188 -1.7728 0.0 0.0 -0.1 -0.556
H 1.2303 4.7092 -1.4422 0.0 0.0 0.0 0.541
H -0.4891 6.4199 -1.9197 0.0 0.0 0.0 0.419
H -2.8308 5.7728 -2.3338 0.0 0.0 0.0 0.413
H -4.5351 3.9428 -2.5345 0.0 0.0 0.0 0.435
H -5.0427 1.5050 -2.4344 0.0 0.0 0.0 0.465
H -3.2052 -0.0877 -1.9559 0.0 0.0 0.0 0.391
H 1.8705 2.0380 -3.6468 0.0 0.0 0.0 0.342
H 3.4616 2.5878 -5.4647 0.0 0.0 0.0 0.413
H 5.7523 3.3366 -4.9136 0.0 0.0 0.0 0.390
H 6.4559 3.5531 -2.5541 0.0 0.0 0.0 0.396
H 4.8538 3.0227 -0.7344 0.0 0.0 0.0 0.445
S 1.7622 -0.9449 -3.4117 -0.2 -0.1 0.1 -0.503
C 1.9116 -2.3708 -2.4574 -0.1 0.0 0.1 0.500
N 1.3872 -2.4701 -1.2580 0.0 0.0 0.1 0.256
C 1.5755 -3.7269 -0.6926 0.0 0.2 -0.1 -0.968
C 1.0980 -4.1456 0.5451 0.0 0.0 0.1 0.220
C 1.3792 -5.4323 0.9681 0.0 0.0 0.0 -1.249
C 2.1285 -6.3043 0.1730 0.0 0.1 0.0 -0.493
C 2.6000 -5.8998 -1.0648 0.0 0.0 0.0 -0.471
C 2.3120 -4.6071 -1.4888 0.0 0.0 -0.1 0.626
S 2.7305 -3.8166 -2.9840 0.1 -0.1 -0.1 -0.304
H 0.5022 -3.4738 1.1501 0.0 0.0 0.0 0.644
H 1.0072 -5.7691 1.9273 0.0 0.0 0.0 0.443
H 2.3374 -7.3069 0.5229 0.0 0.0 0.0 0.378
H 3.1751 -6.5737 -1.6872 0.0 0.0 0.0 0.391
C 2.0103 -0.8464 5.7821 0.0 0.0 0.0 -0.488
C 2.4812 -1.5302 4.6699 0.0 0.0 0.0 -0.706
C 1.8128 -1.4233 3.4574 0.0 0.0 0.0 -0.296
C 0.6622 -0.6423 3.3537 0.1 0.0 0.0 -0.053
C 0.1973 0.0446 4.4725 0.0 0.0 0.1 -0.437
C 0.8710 -0.0569 5.6823 0.0 0.0 0.0 -0.724
P -0.1842 -0.6046 1.7473 -0.2 0.1 0.0 2.294
C -1.0586 1.0049 1.7308 0.0 0.0 0.0 0.903
C -2.4269 1.1144 1.4934 0.0 0.0 0.0 -0.803
C -3.0152 2.3653 1.3519 0.0 0.0 0.0 -0.468
C -2.2417 3.5146 1.4410 0.0 0.0 0.0 -0.700
C -0.8748 3.4135 1.6784 0.0 0.0 0.0 -0.799
C -0.2871 2.1658 1.8204 0.0 0.0 0.0 -0.665
C -1.5125 -1.8421 1.8773 0.0 0.0 0.0 0.109
C -1.9262 -2.4034 3.0543 0.0 -0.1 0.1 -0.366
C -2.9312 -3.3993 3.0511 0.1 0.1 0.0 -1.006
C -3.4814 -3.8144 1.8734 0.0 0.0 -0.1 -0.805
C -3.0594 -3.2630 0.6349 0.0 0.0 0.0 1.015
C -3.5813 -3.7153 -0.6043 0.0 0.0 0.0 -1.052
C -3.1068 -3.1963 -1.7738 0.0 0.0 0.0 -1.126
C -2.1112 -2.1861 -1.7528 0.0 -0.1 0.0 -0.018
C -1.5835 -1.6685 -0.5892 -0.2 -0.3 0.2 0.553
C -2.0660 -2.2540 0.6251 0.0 0.0 0.0 0.061
H 2.5356 -0.9216 6.7262 0.0 0.0 0.0 0.382
H 3.3746 -2.1376 4.7421 0.0 0.0 0.0 0.423
H 2.1897 -1.9419 2.5825 0.0 0.0 0.0 0.411
H -0.6890 0.6632 4.3945 0.0 0.0 0.0 0.457
H 0.5071 0.4822 6.5480 0.0 0.0 0.0 0.407
H -3.0323 0.2198 1.4121 0.0 0.0 0.0 0.402
H -4.0800 2.4394 1.1639 0.0 0.0 0.0 0.442
H -2.6995 4.4887 1.3163 0.0 0.0 0.0 0.348
H -0.2580 4.3022 1.7320 0.0 0.0 0.0 0.415
H 0.7822 2.0980 1.9847 0.0 0.0 0.0 0.734
H -1.4812 -2.0986 3.9939 0.0 0.0 0.0 0.473
H -3.2539 -3.8356 3.9885 0.0 0.0 0.0 0.376
H -4.2429 -4.5868 1.8678 0.0 0.0 0.0 0.386
H -4.3416 -4.4887 -0.6056 0.0 0.0 0.0 0.372
H -3.4874 -3.5588 -2.7230 0.0 0.0 0.0 0.447
H -1.7646 -1.8224 -2.7255 0.0 0.0 0.0 0.390
```
Forces are in eV/Å.

Values from the calculation:
**Relative energy (zero: lowest compared OMol25 entry of this formula, charge and spin)**: 0.000 eV
**LUMO**: -0.081 eV
**Kohn-Sham gap**: 7.613 eV
**Multiplicity**: 1